Here is C23H25N5S2Zr as an isolated structure from OMol25. Energies are from the ωB97M-V functional and the def2-TZVPD basis.

Element x y z (Å)
Zr: -0.597 -0.046 -0.217
C: 0.967 4.557 3.227
S: 1.696 3.890 1.720
C: 0.726 2.515 1.432
S: 1.117 1.686 -0.081
N: -0.182 2.127 2.274
N: -0.838 0.994 1.863
C: -1.653 0.483 2.714
C: -2.373 -0.727 2.324
C: -3.265 -1.368 3.159
C: -3.876 -2.537 2.716
C: -3.567 -3.033 1.461
C: -2.662 -2.338 0.677
N: -2.086 -1.202 1.088
H: 1.560 5.438 3.460
H: 1.038 3.832 4.032
H: -0.068 4.839 3.053
H: -1.785 0.932 3.693
H: -3.473 -0.964 4.140
H: -4.580 -3.058 3.352
H: -4.011 -3.945 1.089
H: -2.382 -2.700 -0.307
C: -2.729 1.689 -0.717
C: -3.074 0.653 -1.797
C: -2.451 1.023 -3.115
C: -3.153 1.787 -4.032
C: -2.524 2.231 -5.186
C: -1.195 1.926 -5.407
C: -0.456 1.146 -4.518
C: 1.003 0.897 -4.822
C: 1.221 -0.052 -6.005
C: -1.122 0.678 -3.382
N: -0.485 -0.165 -2.409
C: 0.169 -1.238 -2.796
C: 0.746 -2.083 -1.831
C: 1.500 -3.240 -1.930
C: 1.803 -3.643 -0.618
C: 1.223 -2.726 0.231
N: 0.565 -1.758 -0.477
H: -3.063 1.410 0.286
H: -3.213 2.634 -0.963
H: -1.661 1.997 -0.713
H: -4.160 0.591 -1.877
H: -2.787 -0.376 -1.505
H: -4.188 2.042 -3.841
H: -3.070 2.832 -5.901
H: -0.701 2.309 -6.292
H: 1.535 0.538 -3.938
H: 1.456 1.859 -5.065
H: 0.790 -1.041 -5.837
H: 2.284 -0.175 -6.202
H: 0.756 0.345 -6.907
H: 0.242 -1.484 -3.850
H: 1.799 -3.726 -2.846
H: 2.385 -4.500 -0.323
H: 1.250 -2.706 1.310

## Properties
**E**: -54646.255 eV
**LUMO level**: -7.762 eV
**HOMO energy**: -14.05 eV
**Charge**: +2
**Energy relative to the best compared isomer or geometry (same formula, charge and spin)**: 0.000 eV

***

Here is C21H34N4O3SW as an isolated structure from OMol25. Energies are from the ωB97M-V functional and the def2-TZVPD basis.

Element x y z (Å)
W: 0.375 0.777 1.233
C: 0.227 3.582 -1.619
N: 0.661 2.811 -2.768
C: 1.602 3.562 -3.587
C: 1.094 1.460 -2.454
C: 2.165 1.362 -1.388
C: 3.501 1.602 -1.636
C: 4.450 1.603 -0.604
C: 4.103 1.355 0.713
C: 2.766 1.083 0.988
C: 1.822 1.092 -0.051
H: -0.224 4.513 -1.963
H: 1.043 3.847 -0.929
H: -0.528 3.031 -1.054
H: 1.118 4.471 -3.940
H: 1.889 2.973 -4.458
H: 2.509 3.860 -3.043
H: 1.457 0.998 -3.374
H: 0.225 0.883 -2.124
H: 3.827 1.796 -2.651
H: 5.485 1.805 -0.846
H: 4.841 1.366 1.501
H: 2.511 0.852 2.034
C: -1.021 2.587 4.557
S: 0.278 2.443 3.399
O: 1.335 3.333 3.688
O: 0.661 0.963 3.302
O: -0.321 2.561 1.992
H: -0.599 2.369 5.537
H: -1.812 1.887 4.302
H: -1.370 3.618 4.516
N: 0.221 -1.211 1.363
C: 0.128 -2.372 1.520
N: 0.055 -3.629 1.703
C: -0.870 -4.489 0.916
C: -0.085 -5.611 0.256
C: 0.742 -6.380 1.284
C: 1.681 -5.442 2.039
C: 0.908 -4.320 2.711
H: -1.383 -3.856 0.195
H: -1.606 -4.884 1.621
H: 0.567 -5.190 -0.514
H: -0.792 -6.271 -0.246
H: 1.317 -7.160 0.787
H: 0.075 -6.882 1.991
H: 2.418 -5.014 1.355
H: 2.233 -5.982 2.809
H: 1.557 -3.575 3.166
H: 0.232 -4.708 3.476
C: -4.322 -0.088 -1.466
C: -3.317 1.066 -1.573
C: -3.988 2.423 -1.301
C: -2.609 1.067 -2.945
C: -2.253 0.888 -0.581
N: -1.370 0.811 0.154
H: -5.089 0.059 -2.226
H: -4.810 -0.105 -0.492
H: -3.845 -1.051 -1.647
H: -4.762 2.571 -2.053
H: -3.274 3.243 -1.378
H: -4.458 2.446 -0.319
H: -3.370 1.254 -3.703
H: -2.150 0.101 -3.155
H: -1.851 1.849 -3.018

## Properties
**E**: -47077.171 eV
**LUMO level**: -7.045 eV
**HOMO energy**: -13.62 eV
**Charge**: +2